Entry from OMol25: a cluster of 2 separate species, C26H39N4 in total (the ωB97M-V functional and the def2-TZVPD basis).

The LUMO energy is -5.3 eV. As for the energy relative to the best compared isomer or geometry (same formula, charge and spin): 164.8 kJ/mol. Its net charge is +1. The value obtained for the HOMO-LUMO gap is 0.16352 Eh.

CARTESIAN COORDINATES (ANGSTROEM)
1 H 0.4741 1.8141 -3.8363
2 H -2.1518 -0.4477 -6.6120
3 H -1.2513 -3.4607 -1.6653
4 H 2.4476 -3.7172 0.9035
5 N -0.9455 -0.1911 -4.9337
6 H -2.4078 -1.2904 -3.0018
7 H 0.5040 -0.7783 1.9306
8 C -0.9441 0.1969 -3.5891
9 H -0.9880 1.7223 3.0961
10 H -1.0942 -2.5581 0.7621
11 H 2.2946 5.2200 3.7927
12 H 2.0041 -1.7805 4.3417
13 C -0.1320 1.6251 -1.7861
14 C -0.3114 -5.3754 0.5459
15 H -1.1524 -5.2593 1.2587
16 H -1.6269 -5.6625 -2.3899
17 H 0.1196 -5.9294 -2.5658
18 H 1.8544 6.7724 4.5903
19 N 0.0397 -4.1401 -0.1199
20 H 0.5494 2.4010 -1.4510
21 C -1.7818 -0.4697 -2.6500
22 C -0.2649 3.7361 3.2150
23 H -1.3231 7.1589 2.9629
24 C 0.7313 -2.9154 1.8648
25 H -1.5913 0.6100 1.1625
26 C -0.0534 -2.8943 0.5578
27 H 0.1408 -7.1565 -0.6086
28 C -0.6614 -5.5799 -1.8865
29 H 0.5439 -5.7262 1.1448
30 H -0.2024 3.7488 4.3038
31 C 2.0442 -1.4480 3.2994
32 H 0.3281 -3.7495 2.4857
33 C -0.1369 1.2615 -3.1204
34 N 2.1048 -3.0863 1.6264
35 H -0.0174 -1.3260 -6.4029
36 H 0.1977 5.8178 0.5359
37 C 0.0465 4.9349 2.5092
38 C -0.6903 2.6151 2.5445
39 C -1.1082 1.3448 0.5123
40 H -0.1705 -1.6242 3.3683
41 C 1.8418 6.2090 3.6475
42 C 0.2704 -0.6289 -5.6031
43 H 0.9333 -1.1384 -4.8906
44 C -1.9577 0.3149 -5.8463
45 H 0.8025 0.2219 -6.0593
46 C 2.9809 -2.3998 2.5043
47 H 0.4047 -2.1196 -0.0867
48 C -0.7495 2.5685 1.1215
49 H -2.8824 0.5448 -5.3018
50 H 2.3967 -0.4133 3.2416
51 H -0.6130 3.8285 -0.6526
52 C -1.7664 -0.1138 -1.3199
53 H 3.7373 -1.8334 1.9396
54 C 0.6557 -1.5945 2.6540
55 C -0.9926 0.9865 -0.8480
56 C -0.2507 7.3354 3.1206
57 H -2.3899 -0.6488 -0.6028
58 H 3.5414 -3.0629 3.1858
59 H 2.4325 6.7742 2.9045
60 H -0.1033 7.8710 4.0690
61 C -0.6360 -6.3874 -0.5701
62 H -1.5954 -6.8779 -0.3850
63 C -0.3762 -4.1215 -1.4985
64 H 0.4470 -3.6944 -2.0920
65 H -1.6014 1.2271 -6.3571
66 H 0.1429 7.9632 2.3051
67 C -0.0725 4.9198 1.0966
68 C -0.4827 3.7843 0.4245
69 N 0.4649 6.0721 3.2038

***

Entry from OMol25: a cluster of 2 separate species, C26H39NP in total (the ωB97M-V functional and the def2-TZVPD basis).

The LUMO energy is -5.0 eV. As for the energy relative to the best compared isomer or geometry (same formula, charge and spin): 0.0 kJ/mol. Its net charge is +1. The value obtained for the HOMO-LUMO gap is 0.20427 Eh.

CARTESIAN COORDINATES (ANGSTROEM)
1 H -2.1781 1.5614 0.9887
2 H 2.4952 -0.0415 2.0233
3 C 4.4800 1.4138 3.2475
4 C 2.6699 -4.8497 -2.8504
5 H -3.2727 5.1385 4.0802
6 C -0.4442 -2.8053 -3.5558
7 H -0.8521 4.3282 1.3242
8 H 3.4343 0.7733 0.7684
9 N 0.9443 -1.0557 -3.0013
10 C -1.7273 3.6602 1.3359
11 C 1.6882 -2.2642 -2.9006
12 H -0.1794 1.4487 -2.2058
13 H -3.2462 3.0408 2.7384
14 C -1.3145 2.2419 0.9358
15 H -3.6773 -3.1242 -4.4994
16 H 1.0784 0.7426 0.0599
17 C 0.6856 1.3934 -2.8786
18 C -2.8225 5.1324 3.0850
19 H 3.0727 -5.8609 -2.8260
20 H -1.6694 3.3427 3.4747
21 H 3.6248 -1.5912 -2.2916
22 H 0.3432 1.5849 -3.9057
23 C -2.3798 3.7176 2.7233
24 H 4.5353 -3.9550 -2.2410
25 H -3.5593 -1.5785 1.3339
26 H -3.5642 5.5038 2.3705
27 H 5.2695 1.2573 2.5053
28 C 3.0083 -2.4482 -2.5413
29 C 3.2036 1.9232 2.5860
30 H -3.5764 -0.6635 -4.2604
31 C 1.3346 -4.6494 -3.2124
32 H -2.4321 4.0428 0.5836
33 H -3.2014 -3.2707 1.7183
34 H 0.3672 -0.7781 2.4136
35 C 3.5009 -3.7665 -2.5180
36 H -2.9721 -1.9489 3.7840
37 H -1.3811 -2.5280 3.2937
38 H -0.7583 -0.4698 1.0625
39 C -0.5073 -0.1858 2.0958
40 H 1.5427 2.4286 0.4280
41 H -0.9214 2.2302 -0.0896
42 H -1.4482 0.4561 -3.5718
43 H 4.3048 0.4658 3.7668
44 H 2.4953 0.1694 -2.4847
45 H -1.6190 -4.5264 -4.0369
46 C -1.4966 -0.6194 -3.6686
47 C -2.2010 -1.8561 3.0119
48 C 1.3960 1.4263 0.8562
49 C 0.8461 -3.3427 -3.2365
50 H 2.4309 2.1061 3.3470
51 C 2.6703 0.9331 1.5414
52 C -2.6874 -1.2590 -4.0587
53 H 3.3958 2.8857 2.0926
54 C -1.6201 -3.4422 -3.9434
55 H -1.9931 -2.2829 0.8855
56 H -2.5108 0.2735 2.7914
57 C -2.7448 -2.6537 -4.1941
58 H 1.3810 2.1961 -2.6023
59 C 1.4310 0.1411 -2.6935
60 H 4.8384 2.1419 3.9785
61 H 0.6597 -5.4600 -3.4768
62 C -0.3818 -1.3961 -3.4147
63 H -1.9725 5.8226 3.0887
64 H -1.3738 -0.1667 4.0745
65 C -2.7703 -2.2680 1.6568
66 C -1.6845 -0.4088 3.0468
67 P 0.0130 1.5932 2.0613

***

Entry from OMol25: a structure of composition C26H40AgAsN6O3SSi2 (the ωB97M-V functional and the def2-TZVPD basis).

The LUMO energy is 4.6 eV. As for the energy relative to the best compared isomer or geometry (same formula, charge and spin): 146.2 kJ/mol. Its net charge is -2. The value obtained for the HOMO-LUMO gap is 0.21102 Eh.

CARTESIAN COORDINATES (ANGSTROEM)
1 H -3.6338 -0.7964 -3.4919
2 C -0.3500 2.2317 3.5349
3 C -0.9894 -3.1395 4.0339
4 H -1.0318 -5.5769 0.9913
5 C 4.5902 2.5572 3.8633
6 O 0.8875 -1.8236 3.5024
7 H 1.6001 -5.4600 -2.1670
8 C 3.4469 1.0568 5.3429
9 H 0.1623 -5.0367 -3.1037
10 H 1.6772 0.1315 4.5440
11 H -5.0102 -2.0088 2.6829
12 O -1.4529 2.4412 -1.7229
13 H 2.0207 -4.4931 0.7970
14 H -4.9434 -2.7217 -1.1775
15 As -1.6349 -2.5098 -0.6148
16 C -2.2853 -3.3811 3.7776
17 C 4.5102 1.9141 5.0905
18 C 2.4675 0.8550 4.3823
19 C -0.7442 0.9131 -3.4903
20 H -2.5924 2.0170 -3.3281
21 H 1.4068 -3.8166 -2.8068
22 Si -2.8539 -3.0172 -2.5317
23 H -5.3383 -3.6828 -2.6180
24 C -0.3248 -2.0272 3.3447
25 N -3.0229 -2.5482 2.9973
26 S 2.1976 -0.4450 -1.7103
27 H -2.0343 2.9951 4.6220
28 H -4.7439 -3.6975 3.2022
29 H -2.8178 -4.2304 4.1920
30 Ag -0.1519 -0.5021 0.1891
31 H -0.0683 0.3627 -2.8337
32 C -3.3597 -1.7697 -3.9072
33 C -4.3680 -2.8827 2.5819
34 H 3.6829 2.8515 1.9443
35 H -4.2209 -2.1552 -4.4592
36 N -0.7526 1.5613 1.2794
37 O -3.1673 -0.6581 1.7707
38 C -2.5418 2.4218 2.6145
39 N -1.0865 -1.2530 2.5210
40 C -2.0250 1.9024 1.4400
41 H 4.9763 -0.9114 0.3851
42 H -4.4891 -4.4234 -1.2461
43 H 2.2135 -3.0438 -0.2109
44 C -0.6585 -5.7529 -0.0219
45 C 0.8750 -4.6650 -2.3664
46 N 4.5369 -0.7455 -0.5115
47 C -2.4108 -1.4163 2.3854
48 H -0.4071 -3.7835 4.6768
49 C 3.6086 2.3573 2.9039
50 H 1.1654 -3.0057 1.2015
51 H -2.5490 -1.6122 -4.6229
52 C 3.2359 -0.2718 -0.3788
53 C -2.4164 -4.5368 -3.6176
54 Si 0.0331 -4.1108 -0.7387
55 H 4.6033 -1.5161 -1.1557
56 N 1.7561 0.6528 1.0264
57 H -0.9410 1.9707 -1.0526
58 H -4.3708 -3.1843 1.5307
59 H -3.2528 -4.7984 -4.2722
60 C 1.4976 -3.6328 0.3687
61 H -2.4314 0.6668 -2.1839
62 H -1.5454 -4.3343 -4.2470
63 H 3.3888 0.5313 6.2891
64 C -4.5821 -3.5114 -1.8436
65 H 5.2804 2.0635 5.8388
66 H -0.1851 1.7157 -3.9760
67 H 0.3397 2.3638 4.3542
68 C 2.5245 1.5213 3.1580
69 C 0.0889 1.6845 2.3266
70 H -3.5910 2.6730 2.6891
71 N 3.0164 0.2844 0.7982
72 C -1.8927 1.4861 -2.6754
73 H -2.6683 1.7535 0.5828
74 H 5.4272 3.2121 3.6494
75 C 1.4863 1.2668 2.1252
76 C -1.6761 2.5931 3.6812
77 H -2.1857 -5.4067 -2.9969
78 H 0.0946 -6.5473 0.0277
79 H -1.1207 0.2264 -4.2486
80 H -1.4960 -6.1116 -0.6291